[1]
{
  "formula": "C13H33Cl2HfN2OP2S",
  "method": "ωB97M-V with the def2-TZVPD basis set",
  "charge": 3,
  "molar_mass_g_mol": 576.8,
  "energy_ev": -74783.6557,
  "elements": ["C", "C", "H", "H", "H", "O", "Cl", "Hf", "P", "C", "C", "H", "H", "H", "H", "H", "H", "C", "H", "H", "H", "P", "C", "C", "H", "H", "H", "C", "H", "H", "H", "H", "H", "H", "Cl", "C", "C", "N", "C", "S", "N", "C", "C", "H", "H", "H", "H", "H", "H", "H", "H", "H", "H", "H", "H"],
  "positions_angstrom": [[1.210, -0.073, -6.433], [0.784, 0.316, -5.047], [2.303, -0.085, -6.478], [0.817, 0.637, -7.172], [0.818, -1.069, -6.673], [1.494, 0.566, -4.103], [-0.987, 0.373, -4.861], [0.189, -0.027, -0.490], [-0.207, 2.496, -0.295], [0.935, 3.484, 0.699], [-0.010, 2.984, -2.024], [-0.202, 4.057, -2.093], [-2.001, 4.083, 0.012], [-0.710, 2.438, -2.673], [-2.627, 2.448, -0.362], [1.969, 3.231, 0.413], [1.013, 2.771, -2.363], [-1.871, 3.010, 0.204], [0.768, 4.557, 0.532], [-2.023, 2.816, 1.275], [0.804, 3.265, 1.773], [0.033, -2.519, 0.038], [1.257, -3.257, 1.142], [-1.581, -3.126, 0.591], [-0.449, -2.817, -2.330], [0.191, -4.304, -1.566], [1.296, -2.960, -1.979], [0.289, -3.216, -1.619], [-2.377, -2.713, -0.044], [-1.607, -4.222, 0.536], [1.186, -4.354, 1.123], [1.107, -2.900, 2.176], [-1.772, -2.814, 1.628], [2.264, -2.955, 0.810], [-1.973, -0.211, -1.347], [1.035, 2.034, 6.500], [-0.141, 1.548, 5.673], [0.318, 1.118, 4.309], [-0.042, 0.005, 3.647], [-0.385, 0.129, 1.787], [-0.266, -1.168, 4.265], [0.127, -1.568, 5.653], [-1.068, -2.040, 6.464], [1.794, 1.244, 6.619], [0.703, 2.339, 7.498], [1.476, 2.911, 6.012], [-0.689, 0.743, 6.161], [-0.867, 2.357, 5.490], [0.566, 1.910, 3.720], [-0.602, -1.918, 3.677], [0.853, -2.383, 5.509], [0.665, -0.760, 6.141], [-1.515, -2.914, 5.974], [-0.747, -2.353, 7.465], [-1.822, -1.246, 6.587]]
}

[2]
{
  "formula": "C17H14AsCeINO6S",
  "method": "ωB97M-V with the def2-TZVPD basis set",
  "spin_multiplicity": 2,
  "molar_mass_g_mol": 702.3,
  "de_lowest_kcal_mol": 0.0,
  "elements": ["Ce", "O", "As", "O", "O", "C", "C", "C", "C", "C", "C", "S", "O", "O", "O", "H", "H", "H", "H", "H", "I", "C", "C", "C", "C", "C", "N", "H", "H", "H", "H", "C", "C", "C", "C", "C", "C", "H", "H", "H", "H", "H"],
  "positions_angstrom": [[0.234, -0.206, 0.149], [4.060, 0.811, 2.233], [2.658, 0.781, 1.239], [1.261, 0.602, 2.159], [2.603, -0.464, 0.104], [2.876, 2.437, 0.292], [4.082, 3.081, 0.515], [4.427, 4.235, -0.191], [3.574, 4.753, -1.131], [2.351, 4.134, -1.387], [1.999, 2.992, -0.691], [0.432, 2.323, -1.120], [-0.248, 3.218, -1.981], [0.718, 0.965, -1.705], [-0.208, 2.046, 0.179], [3.903, 0.252, 3.010], [4.773, 2.695, 1.248], [5.375, 4.717, 0.006], [3.845, 5.648, -1.678], [1.673, 4.548, -2.120], [-1.981, -0.641, 2.681], [-3.132, -0.395, 1.038], [-4.513, -0.568, 1.107], [-5.254, -0.343, -0.035], [-4.620, 0.050, -1.204], [-3.250, 0.191, -1.180], [-2.520, -0.036, -0.084], [-4.989, -0.869, 2.029], [-6.329, -0.471, -0.014], [-5.167, 0.244, -2.116], [-2.700, 0.492, -2.064], [-0.566, -5.455, 0.134], [-1.737, -4.738, -0.133], [-1.682, -3.352, -0.207], [-0.496, -2.635, -0.025], [0.648, -3.384, 0.233], [0.632, -4.783, 0.317], [-0.598, -6.537, 0.195], [-2.673, -5.267, -0.281], [-2.616, -2.831, -0.418], [1.614, -2.897, 0.377], [1.540, -5.341, 0.518]]
}